<1>
Molecular formula: C6H11NO2
Method: DFT, ωB97M-V/def2-TZVPD

Atoms and positions in Å:
C  0.978  0.065  1.351
C  0.307  1.785  -0.504
C  -1.114  -0.316  -0.137
C  1.337  -0.566  0.077
C  0.190  0.403  0.090
N  -2.180  0.003  0.739
C  2.329  -1.027  -0.667
O  -1.485  -0.242  -1.457
O  -0.621  -1.779  0.257
H  -2.356  -0.643  -1.573
H  -1.213  -2.428  -0.142
H  -2.910  0.578  0.338
H  -1.888  0.061  1.705
H  1.619  0.840  1.748
H  0.510  -0.556  2.104
H  -0.293  2.506  0.056
H  1.357  2.075  -0.500
H  -0.024  1.786  -1.541
H  2.219  -1.157  -1.733
H  3.239  -1.390  -0.214

- HOMO (eV) = -8.619
- structure (SMILES) = C=C1C[C@]1(C)C(N)(O)O
- charge = 0
- HOMO-LUMO gap (eV) = 9.260


<2>
Molecular formula: C6H11NO2
Method: DFT, ωB97M-V/def2-TZVPD

Atoms and positions in Å:
C  -1.122  1.304  0.114
C  -0.853  -0.139  0.530
C  -1.866  -1.079  -0.185
C  -0.362  -1.062  -0.532
C  1.749  -0.405  -0.487
C  1.391  0.167  0.967
H  0.277  1.190  -1.146
H  -1.997  1.298  -0.530
H  -1.422  1.924  0.925
H  -2.080  -1.984  0.330
H  -2.723  -0.672  -0.742
H  0.024  -2.004  -0.117
H  2.157  -1.450  -0.360
H  2.499  0.313  -0.914
H  2.215  -0.175  1.602
H  1.343  1.277  0.913
H  0.161  -1.216  1.982
N  0.133  -0.267  1.612
O  -0.015  1.862  -0.575
O  0.639  -0.530  -1.384

- HOMO (eV) = -8.154
- structure (SMILES) = OC[C@@]12C[C@H]1OCCN2
- charge = 0
- HOMO-LUMO gap (eV) = 9.067


Stability check: which of them is most stable? <1>.


<1>
Molecular formula: C6H11NO2
Method: DFT, ωB97M-V/def2-TZVPD

Atoms and positions in Å:
C  -1.665  -1.129  -0.309
C  -1.485  -1.293  0.992
C  -2.703  -0.253  -0.917
C  0.501  0.997  -0.799
N  -0.222  1.499  -1.529
H  -1.039  -1.664  -1.011
H  0.102  -0.051  1.464
H  -0.761  -1.991  1.382
H  -2.107  -0.791  1.717
H  -2.231  0.493  -1.563
H  -3.288  0.255  -0.150
H  -3.374  -0.850  -1.526
C  2.701  1.345  0.147
C  1.464  0.437  0.158
O  1.756  -0.868  -0.277
O  0.945  0.434  1.456
H  2.423  -1.244  0.311
H  3.403  0.994  0.898
H  2.412  2.364  0.389
H  3.167  1.318  -0.833

- HOMO (eV) = -9.936
- structure (SMILES) = CC(O)(O)C#N.C=CC
- charge = 0
- HOMO-LUMO gap (eV) = 10.661


<2>
Molecular formula: C6H11NO2
Method: DFT, ωB97M-V/def2-TZVPD

Atoms and positions in Å:
C  1.748  -1.649  1.099
C  -2.230  -0.390  -0.072
C  -0.483  1.880  -1.449
C  1.224  0.319  -0.429
C  -0.894  0.105  0.399
C  -0.052  0.905  -0.395
O  0.868  -1.081  0.143
O  -0.729  0.106  1.744
N  2.375  0.748  -0.683
H  -1.396  -0.452  2.169
H  3.098  0.050  -0.805
H  1.709  -1.078  2.037
H  2.776  -1.639  0.740
H  1.457  -2.682  1.275
H  -2.474  -1.361  0.371
H  -2.249  -0.483  -1.156
H  -3.007  0.323  0.223
H  -1.083  2.699  -1.053
H  -1.069  1.396  -2.237
H  0.413  2.283  -1.921

- HOMO (eV) = -7.450
- structure (SMILES) = [H]/N=C(OC)/C(C)=C(/C)O
- charge = 0
- HOMO-LUMO gap (eV) = 8.040


<3>
Molecular formula: C6H11NO2
Method: DFT, ωB97M-V/def2-TZVPD

Atoms and positions in Å:
C  0.013  0.093  0.378
C  0.167  0.191  -0.999
C  -0.611  -1.110  1.000
C  0.189  1.299  1.241
C  2.131  -0.650  -0.099
C  -2.585  0.192  -1.425
O  3.040  0.266  -0.506
N  -1.740  1.026  -1.036
O  2.421  -1.738  0.310
H  3.938  -0.108  -0.395
H  0.653  1.056  -1.426
H  0.001  -0.679  -1.623
H  0.170  -1.656  1.537
H  -1.383  -0.821  1.714
H  0.882  2.014  0.802
H  0.520  1.016  2.241
H  -0.788  1.782  1.330
H  -1.031  -1.793  0.263
H  -2.400  -0.892  -1.559
H  -3.588  0.514  -1.746

- HOMO (spin up / spin down) (eV) = -7.012 / -6.985
- charge = 0
- HOMO-LUMO gap (spin up / spin down) (eV) = 6.975 / 6.955


Stability check: which of them is most stable? <1>.


<1>
Molecular formula: C3H11NOS
Method: DFT, ωB97M-V/def2-TZVPD

Atoms and positions in Å:
C  0.136  2.717  0.301
C  1.626  2.432  -0.041
S  2.118  0.698  0.067
H  -0.116  2.990  1.311
H  -0.165  3.468  -0.429
H  -0.403  1.826  -0.012
H  2.341  3.050  0.505
H  1.801  2.765  -1.067
H  0.862  0.190  -0.053
N  -1.632  -2.253  1.087
C  -1.867  -1.670  -0.171
O  -2.279  -2.509  -1.253
H  -0.719  -2.670  1.183
H  -2.362  -2.883  1.367
H  -0.983  -1.127  -0.524
H  -2.638  -0.901  -0.128
H  -1.664  -3.229  -1.373

- HOMO (eV) = -8.991
- structure (SMILES) = CCS.NCO
- charge = 0
- HOMO-LUMO gap (eV) = 9.714


<2>
Molecular formula: C3H11NOS
Method: DFT, ωB97M-V/def2-TZVPD

Atoms and positions in Å:
C  0.268  -0.099  -1.216
C  -0.272  -0.761  0.128
C  -1.814  -0.665  0.022
S  -2.715  -1.823  1.198
N  1.737  -0.261  -1.538
H  -0.382  -0.593  -2.006
H  -0.094  0.929  -1.222
H  0.063  -0.181  1.012
H  -0.058  -1.822  0.190
H  -2.123  0.355  0.182
H  -2.167  -1.023  -0.961
H  -2.352  -1.099  2.316
H  2.020  0.133  -2.390
H  2.389  -0.048  -0.753
H  2.641  2.222  1.737
H  1.077  2.149  1.371
O  1.782  2.586  1.930

- HOMO (eV) = -9.166
- structure (SMILES) = NCCCS.O
- charge = 0
- HOMO-LUMO gap (eV) = 9.753


Stability check: which of them is most stable? <1>.


<1>
Molecular formula: C5H13NOS
Method: DFT, ωB97M-V/def2-TZVPD

Atoms and positions in Å:
C  -0.163  1.514  1.912
C  -0.427  1.710  0.379
C  0.971  1.333  -0.482
C  0.902  0.492  -1.772
S  -0.129  -1.007  -1.648
N  -1.056  2.918  0.200
C  -0.594  -3.652  -0.095
O  -0.307  -2.624  0.794
H  0.435  0.658  2.227
H  -1.204  1.612  2.255
H  0.084  2.553  2.269
H  -1.098  0.927  -0.008
H  1.767  2.147  -0.320
H  1.358  0.600  0.309
H  1.952  0.252  -2.175
H  0.485  1.052  -2.653
H  -0.300  -1.775  0.275
H  -0.746  3.356  -0.630
H  -0.685  -4.565  0.513
H  0.220  -3.997  -0.626
H  -1.465  -3.501  -0.724

- HOMO (eV) = -8.310
- charge = 0
- HOMO-LUMO gap (eV) = 4.494


<2>
Molecular formula: C5H13NOS
Method: DFT, ωB97M-V/def2-TZVPD

Atoms and positions in Å:
C  -1.189  -0.698  0.861
C  -0.839  1.715  0.467
C  -1.175  0.213  -1.554
C  1.705  -1.651  -0.385
C  -0.777  0.333  -0.075
N  1.912  0.225  1.473
O  1.857  0.966  -1.099
S  1.423  0.093  -0.032
H  -1.736  -1.500  0.431
H  -0.334  -0.904  1.541
H  -1.938  -0.396  1.607
H  -0.359  2.379  -0.209
H  -0.342  1.566  1.456
H  -1.829  1.949  0.852
H  -0.185  0.487  -1.976
H  -1.313  -0.847  -1.759
H  -2.025  0.775  -1.865
H  1.039  -1.806  -1.217
H  2.757  -1.709  -0.697
H  1.494  -2.350  0.424
H  1.853  1.161  1.758

- HOMO (eV) = -8.636
- structure (SMILES) = CC(C)(C)[S@](C)(=N)=O
- charge = 0
- HOMO-LUMO gap (eV) = 9.385


Stability check: which of them is most stable? <2>.


<1>
Molecular formula: C5H13NOS
Method: DFT, ωB97M-V/def2-TZVPD

Atoms and positions in Å:
C  -0.669  -0.366  -1.093
N  -0.326  1.035  -1.360
C  0.884  1.278  -2.125
O  0.767  2.520  -2.797
C  -1.018  -0.667  0.389
C  0.205  -0.142  1.278
C  0.547  -0.835  2.582
S  -0.628  -2.170  3.267
H  -1.567  -0.581  -1.687
H  0.146  -1.047  -1.382
H  -0.334  1.647  -0.558
H  1.789  1.433  -1.493
H  1.121  0.370  -2.666
H  0.103  2.314  -3.470
H  -1.845  0.002  0.658
H  -1.328  -1.680  0.529
H  1.015  -0.229  0.553
H  0.072  0.952  1.316
H  1.569  -1.278  2.569
H  0.588  -0.135  3.406
H  -1.092  -2.422  2.088

- HOMO (eV) = -9.025
- structure (SMILES) = OCNCCCCS
- charge = 0
- HOMO-LUMO gap (eV) = 9.880


<2>
Molecular formula: C5H13NOS
Method: DFT, ωB97M-V/def2-TZVPD

Atoms and positions in Å:
C  1.065  -1.141  -0.768
N  0.683  -1.617  0.557
C  0.172  -2.952  0.429
O  1.097  -4.240  0.316
C  1.072  0.376  -0.843
C  -0.333  0.979  -0.511
C  -0.188  2.575  -0.215
S  -1.797  3.160  0.466
H  1.956  -1.531  -1.126
H  0.310  -1.528  -1.573
H  1.268  -1.378  1.280
H  -0.539  -3.407  1.189
H  -0.221  -3.287  -0.579
H  1.061  -4.912  0.964
H  1.942  0.873  0.017
H  1.451  0.723  -1.775
H  -0.866  0.857  -1.524
H  -0.758  0.296  0.220
H  0.724  2.980  -0.013
H  -0.112  3.124  -1.230
H  -1.748  2.857  1.708

- HOMO (eV) = -8.991
- structure (SMILES) = OCNCCCCS
- charge = 0
- HOMO-LUMO gap (eV) = 9.947


Stability check: which of them is most stable? <1>.